Record 1
A molecular structure, C48H53ClF4N4O4SY. Source: the OMol25 dataset; level of theory: ωB97M-V/def2-TZVPD.

LUMO energy (eV): 1.714
Charge: -1
Spin multiplicity: 1
Gap between HOMO and LUMO (eV): 5.4

```
116
C48H53ClF4N4O4SY, DFT ωB97M-V/def2-TZVPD
Y -0.11 -0.22 -0.14
C 2.41 3.11 -3.87
N 1.36 2.19 -3.41
C 0.57 1.68 -4.50
C 0.53 2.66 -2.33
C 1.25 2.94 -1.02
N 1.27 1.83 -0.11
C 2.14 1.94 0.87
C 2.35 0.83 1.79
F 1.38 -0.13 1.91
C 3.55 0.68 2.41
F 3.92 -0.51 3.00
C 4.49 1.71 2.42
C 4.14 2.96 1.86
F 4.99 4.03 2.06
C 2.96 3.09 1.20
F 2.49 4.30 0.89
H 2.96 2.59 -4.69
H 3.15 3.26 -3.08
H 2.06 4.09 -4.22
H -0.10 2.48 -4.91
H -0.12 0.88 -4.17
H 1.17 1.25 -5.30
H -0.23 1.90 -2.12
H -0.07 3.56 -2.62
H 0.71 3.80 -0.56
H 2.23 3.36 -1.19
H 5.44 1.62 3.00
C -0.86 -4.80 -1.20
C -1.52 -5.43 -0.20
C -1.80 -4.76 0.98
C -1.36 -3.45 1.14
C -0.68 -2.74 0.10
C -0.37 -3.51 -1.02
C -1.69 -2.77 2.44
C -2.95 -3.06 3.07
C -3.36 -2.35 4.18
C -2.44 -1.48 4.81
C -2.67 -0.81 6.03
C -1.71 -0.02 6.60
C -0.40 0.02 6.07
C -0.12 -0.72 4.93
C -1.17 -1.38 4.23
N -0.89 -1.88 2.98
H -0.62 -5.26 -2.14
H -1.86 -6.45 -0.37
H -2.30 -5.29 1.79
H 0.29 -3.16 -1.82
H -3.57 -3.83 2.62
H -4.35 -2.40 4.56
H -3.60 -1.03 6.55
H -1.97 0.59 7.45
H 0.38 0.56 6.62
H 0.85 -0.79 4.45
C -1.38 -1.67 -4.11
S -2.36 -1.09 -2.68
C -3.33 0.17 -3.52
O -1.45 -0.16 -1.82
H -1.94 -1.71 -5.03
H -1.00 -2.65 -3.85
H -0.54 -1.01 -4.18
H -3.82 -0.15 -4.43
H -2.62 0.98 -3.72
H -4.07 0.54 -2.79
C 5.06 -5.08 -3.11
C 3.85 -4.67 -3.92
C 3.40 -5.45 -5.00
C 2.27 -5.12 -5.73
Cl 1.51 -6.27 -6.75
C 1.69 -3.86 -5.55
C 2.09 -3.09 -4.49
C 3.10 -3.51 -3.62
O 3.13 -2.97 -2.38
C 3.43 -1.59 -2.16
C 2.15 -1.04 -1.52
O 2.03 -1.19 -0.25
O 1.17 -0.63 -2.20
H 5.70 -5.71 -3.71
H 4.76 -5.65 -2.20
H 5.65 -4.20 -2.85
H 3.89 -6.37 -5.19
H 0.86 -3.56 -6.16
H 1.57 -2.17 -4.25
H 3.66 -1.10 -3.13
H 4.29 -1.45 -1.47
C 1.14 3.05 4.86
C 0.11 3.21 3.78
C -0.38 4.51 3.58
C -1.25 4.79 2.51
C -1.84 6.14 2.33
C -1.67 3.74 1.70
C -1.24 2.38 1.86
C -0.34 2.20 2.95
N -1.64 1.38 1.07
C -3.09 1.29 0.78
C -3.41 -0.19 0.67
C -3.94 1.85 1.93
C -3.46 1.99 -0.55
H 0.60 3.19 5.79
H 1.98 3.78 4.81
H 1.57 2.05 4.89
H -0.02 5.29 4.23
H -1.24 6.85 2.87
H -2.86 6.10 2.72
H -1.83 6.40 1.28
H -2.26 3.95 0.81
H 0.01 1.18 3.12
H -3.35 -0.79 1.58
H -2.77 -0.72 -0.07
H -4.42 -0.23 0.27
H -3.64 1.44 2.88
H -4.98 1.52 1.76
H -3.97 2.96 2.02
H -2.69 1.87 -1.31
H -3.66 3.06 -0.43
H -4.35 1.50 -0.94
```

Atom charges from the Löwdin analysis, given in e for atoms 1 to 6: number 1, Y, carries 1.564; number 2, C, carries -0.092; number 3, N, carries -0.263; number 4, C, carries -0.123; number 5, C, carries -0.206; number 6, C, carries -0.220

=====

Record 2
A molecular structure, C48H55AsN3O2PSiSm. Source: the OMol25 dataset; level of theory: ωB97M-V/def2-TZVPD.

LUMO energy (spin up / spin down) (eV): -3.637 / -3.708
Charge: +1
Spin multiplicity: 6
Gap between HOMO and LUMO (spin up / spin down) (eV): 4.8 / 4.6

```
112
C48H55AsN3O2PSiSm, DFT ωB97M-V/def2-TZVPD
Sm -21.96 6.28 7.46
O -23.45 11.65 8.62
C -24.35 11.35 7.64
C -25.36 12.27 7.26
C -25.86 12.25 5.97
C -25.45 11.21 5.10
C -24.63 10.16 5.56
C -24.09 10.18 6.87
C -23.41 8.99 7.45
O -23.16 7.97 6.64
N -23.11 9.04 8.75
N -22.51 7.86 9.07
C -22.10 7.60 10.30
C -21.23 6.48 10.56
C -20.58 6.32 11.81
C -19.81 5.18 12.03
C -19.72 4.22 11.01
C -20.31 4.44 9.77
N -21.04 5.56 9.54
H -23.59 12.58 8.88
H -25.75 13.02 7.95
H -26.57 12.98 5.65
H -25.78 11.22 4.06
H -24.36 9.35 4.94
H -22.41 8.21 11.16
H -20.64 7.10 12.58
H -19.28 5.11 12.99
H -19.11 3.34 11.15
H -20.20 3.81 8.89
C -24.53 4.52 10.83
Si -24.82 4.88 9.05
C -25.12 3.18 8.18
C -26.17 2.27 8.87
C -23.78 2.38 8.33
C -25.45 3.40 6.63
C -26.38 6.05 8.92
C -26.42 6.68 7.49
C -26.32 7.22 9.93
C -27.73 5.31 9.10
H -25.42 4.61 11.47
H -23.80 5.26 11.17
H -24.08 3.54 11.00
H -25.92 2.11 9.91
H -26.17 1.30 8.34
H -27.21 2.67 8.84
H -23.66 2.04 9.38
H -22.89 2.96 8.05
H -23.82 1.50 7.70
H -26.53 3.65 6.52
H -25.19 2.52 6.06
H -24.83 4.17 6.16
H -25.47 7.17 7.18
H -27.23 7.43 7.49
H -26.68 5.97 6.68
H -25.48 7.88 9.75
H -26.29 6.94 10.96
H -27.22 7.79 9.84
H -27.91 4.55 8.34
H -28.47 6.07 8.97
H -27.92 4.82 10.07
C -18.89 9.19 5.91
C -19.65 10.50 6.11
As -18.96 12.10 5.18
C -17.11 12.11 5.92
C -16.14 12.97 5.35
C -14.84 12.99 5.88
C -14.48 12.24 7.04
C -15.49 11.39 7.57
C -16.79 11.34 7.04
C -18.61 11.17 3.42
C -17.38 10.94 2.80
C -17.32 10.34 1.53
C -18.47 9.89 0.87
C -19.70 10.11 1.51
C -19.77 10.75 2.76
P -19.41 7.98 7.25
C -19.44 6.43 6.29
C -18.57 5.34 6.53
C -18.64 4.24 5.67
C -19.65 4.00 4.73
C -20.62 5.02 4.60
C -20.44 6.26 5.29
C -17.81 7.82 8.15
C -16.61 7.46 7.52
C -15.43 7.48 8.26
C -15.39 7.86 9.61
C -16.59 8.24 10.22
C -17.79 8.24 9.48
H -17.83 9.37 5.97
H -19.14 8.79 4.93
H -19.66 10.75 7.18
H -20.69 10.40 5.76
H -16.32 13.52 4.43
H -14.12 13.68 5.45
H -13.51 12.33 7.51
H -15.31 10.80 8.45
H -17.59 10.77 7.52
H -16.46 11.17 3.31
H -16.32 10.25 1.11
H -18.44 9.38 -0.08
H -20.62 9.79 1.03
H -20.77 10.92 3.19
H -17.90 5.33 7.35
H -17.93 3.45 5.80
H -19.61 3.13 4.13
H -21.49 4.84 3.99
H -21.01 7.15 5.00
H -16.60 7.10 6.48
H -14.52 7.20 7.77
H -14.50 7.79 10.20
H -16.60 8.44 11.28
H -18.72 8.67 9.87
```

Atom charges from the Löwdin analysis, given in e for atoms 1 to 6: number 1, Sm, carries 1.503; number 2, O, carries 0.049; number 3, C, carries -0.235; number 4, C, carries -0.021; number 5, C, carries -0.066; number 6, C, carries -0.072

=====

Record 3
A molecular structure, C48H57AuN2O6P3Se. Source: the OMol25 dataset; level of theory: ωB97M-V/def2-TZVPD.

LUMO energy (spin up / spin down) (eV): -1.828 / -3.956
Charge: +1
Spin multiplicity: 3
Gap between HOMO and LUMO (spin up / spin down) (eV): 7.7 / 6.9

```
118
C48H57AuN2O6P3Se, DFT ωB97M-V/def2-TZVPD
Au 0.02 0.21 0.09
C -2.56 2.44 2.07
C -1.13 2.25 2.62
P -0.19 0.71 2.35
C -0.95 -0.61 3.31
C -2.21 -0.50 3.88
C -2.78 -1.58 4.55
C -2.08 -2.77 4.66
C -0.80 -2.88 4.12
C -0.24 -1.80 3.45
C 1.35 1.07 3.23
C 2.52 1.32 2.52
C 3.70 1.62 3.19
C 3.70 1.67 4.57
C 2.54 1.43 5.29
C 1.36 1.12 4.62
C -2.85 1.91 0.67
P -1.50 2.16 -0.54
C -1.03 3.90 -0.39
C -2.00 4.90 -0.39
C -1.62 6.22 -0.26
C -0.28 6.55 -0.14
C 0.69 5.56 -0.15
C 0.31 4.23 -0.27
C -2.30 1.96 -2.14
C -2.15 2.91 -3.15
C -2.76 2.71 -4.38
C -3.49 1.56 -4.62
C -3.63 0.60 -3.62
C -3.03 0.80 -2.39
H -2.75 3.51 2.09
H -3.29 1.99 2.75
H -1.13 2.45 3.70
H -0.47 3.01 2.19
H -2.77 0.43 3.82
H -3.77 -1.49 4.97
H -2.52 -3.61 5.16
H -0.24 -3.80 4.22
H 0.75 -1.90 3.01
H 2.50 1.26 1.44
H 4.60 1.79 2.62
H 4.62 1.90 5.10
H 2.55 1.46 6.37
H 0.46 0.91 5.19
H -3.77 2.35 0.29
H -3.02 0.83 0.70
H -3.05 4.65 -0.50
H -2.37 7.00 -0.26
H 0.02 7.59 -0.04
H 1.74 5.82 -0.06
H 1.06 3.45 -0.28
H -1.57 3.81 -2.97
H -2.65 3.45 -5.16
H -3.96 1.41 -5.58
H -4.19 -0.30 -3.81
H -3.10 0.03 -1.63
Se 2.24 -1.39 -0.21
C 3.91 -0.52 -0.36
C 5.05 -1.30 -0.25
C 6.30 -0.72 -0.35
C 6.42 0.64 -0.57
C 5.28 1.43 -0.70
C 4.03 0.85 -0.59
H 4.96 -2.37 -0.09
H 7.19 -1.34 -0.26
H 7.40 1.10 -0.66
H 5.37 2.49 -0.89
H 3.14 1.46 -0.70
C 0.83 2.59 -5.45
C 1.52 1.58 -4.55
C 2.61 0.84 -5.31
C 2.06 2.26 -3.30
O 0.47 0.65 -4.17
P 0.56 -0.58 -3.17
O 1.97 -0.97 -2.82
O -0.31 -0.24 -1.96
O -0.23 -1.64 -4.04
C 0.07 -3.05 -4.23
C 0.17 -3.75 -2.89
C 1.35 -3.18 -5.04
C -1.12 -3.57 -5.01
H 1.56 3.29 -5.85
H 0.07 3.14 -4.90
H 0.35 2.08 -6.28
H 3.37 1.55 -5.64
H 2.19 0.35 -6.18
H 3.08 0.09 -4.67
H 2.78 3.04 -3.57
H 2.57 1.52 -2.68
H 1.24 2.71 -2.73
H 1.05 -3.39 -2.33
H 0.27 -4.82 -3.03
H -0.73 -3.55 -2.31
H 2.20 -2.77 -4.49
H 1.25 -2.65 -5.99
H 1.55 -4.23 -5.25
H -2.04 -3.48 -4.42
H -0.98 -4.63 -5.26
H -1.25 -3.01 -5.93
O -6.66 -0.51 1.71
C -6.75 -1.91 1.50
N -5.46 -2.34 1.05
C -4.71 -3.25 1.72
O -5.12 -3.93 2.64
C -3.29 -3.37 1.25
C -2.64 -4.60 1.28
C -1.30 -4.64 0.93
C -0.65 -3.46 0.62
N -1.26 -2.27 0.60
C -2.55 -2.25 0.89
H -7.54 -0.16 1.88
H -7.52 -2.13 0.75
H -6.97 -2.45 2.42
H -5.07 -1.86 0.25
H -3.18 -5.48 1.58
H -0.75 -5.58 0.93
H 0.41 -3.47 0.38
H -3.02 -1.27 0.92
```

Atom charges from the Löwdin analysis, given in e for atoms 1 to 6: number 1, Au, carries 0.620; number 2, C, carries -0.266; number 3, C, carries -0.314; number 4, P, carries 0.922; number 5, C, carries -0.376; number 6, C, carries -0.076

=====

Record 4
A molecular structure, C48H57BrCl2N4O2P2Tl. Source: the OMol25 dataset; level of theory: ωB97M-V/def2-TZVPD.

LUMO energy (eV): 2.154
Charge: -1
Spin multiplicity: 1
Gap between HOMO and LUMO (eV): 5.8

```
117
C48H57BrCl2N4O2P2Tl, DFT ωB97M-V/def2-TZVPD
Tl 0.30 0.87 0.33
C 2.47 -2.10 3.37
C 3.44 -1.71 2.25
C 4.43 -2.84 1.96
P 2.58 -0.92 0.79
C 4.00 -0.59 -0.38
C 5.02 0.34 0.29
C 4.67 -1.75 -1.13
C 1.66 -2.19 -0.14
C 1.44 -3.50 0.29
C 0.58 -4.36 -0.39
C 0.36 -5.77 0.09
C -0.09 -3.87 -1.51
C 0.09 -2.57 -1.93
C 0.96 -1.70 -1.26
N 1.09 -0.33 -1.56
C 1.12 0.14 -2.84
C 1.35 -0.71 -3.95
C 1.31 -0.26 -5.25
C 1.03 1.07 -5.55
C 0.92 1.55 -6.98
C 0.91 1.94 -4.48
C 1.00 1.53 -3.15
P 1.21 2.72 -1.79
C 0.00 4.10 -2.11
C -1.41 3.57 -2.17
C 0.15 5.10 -0.95
C 2.85 3.56 -2.19
C 3.88 2.53 -2.63
C 2.81 4.71 -3.20
H 3.01 -2.19 4.31
H 1.69 -1.35 3.48
H 1.98 -3.06 3.16
H 4.00 -0.85 2.62
H 4.04 -3.56 1.24
H 5.37 -2.46 1.56
H 4.66 -3.37 2.89
H 3.47 -0.01 -1.13
H 5.62 -0.20 1.03
H 5.71 0.76 -0.45
H 4.52 1.16 0.80
H 5.47 -2.21 -0.55
H 3.94 -2.52 -1.39
H 5.11 -1.38 -2.06
H 1.94 -3.87 1.17
H 1.02 -6.01 0.92
H -0.67 -5.90 0.44
H 0.53 -6.49 -0.70
H -0.78 -4.52 -2.04
H -0.48 -2.20 -2.77
H 1.58 -1.75 -3.76
H 1.49 -0.96 -6.06
H 0.44 0.80 -7.61
H 0.34 2.47 -7.04
H 1.91 1.75 -7.41
H 0.74 3.00 -4.69
H 0.24 4.59 -3.06
H -1.67 3.05 -1.24
H -2.12 4.39 -2.30
H -1.53 2.87 -3.00
H -0.17 4.64 -0.02
H 1.19 5.42 -0.82
H -0.46 5.99 -1.13
H 3.16 3.96 -1.22
H 3.65 2.15 -3.62
H 4.88 2.99 -2.67
H 3.93 1.70 -1.94
H 2.44 4.36 -4.17
H 2.19 5.54 -2.87
H 3.82 5.08 -3.35
O -2.56 -3.40 3.88
C -1.91 -2.39 4.55
C -1.99 -2.28 5.94
C -1.36 -1.23 6.58
C -0.65 -0.29 5.85
C -0.57 -0.42 4.47
C -1.19 -1.46 3.81
C -1.03 -1.61 2.29
O -0.03 -0.85 1.80
N -2.38 -1.27 1.74
N -2.60 -0.79 0.55
C -3.81 -0.89 0.11
C -4.31 -0.28 -1.09
Br -3.17 0.97 -1.92
C -5.53 -0.44 -1.62
C -6.54 -1.43 -1.21
C -6.21 -2.73 -0.83
C -7.19 -3.64 -0.46
C -8.53 -3.27 -0.47
C -8.87 -1.98 -0.87
C -7.89 -1.08 -1.24
H -2.94 -4.00 4.52
H -2.55 -3.02 6.50
H -1.43 -1.15 7.66
H -0.17 0.54 6.35
H 0.00 0.29 3.88
H -0.88 -2.68 2.06
H -3.15 -1.77 2.19
H -4.56 -1.44 0.69
H -5.81 0.21 -2.44
H -5.17 -3.04 -0.86
H -6.91 -4.65 -0.19
H -9.29 -3.97 -0.17
H -9.91 -1.69 -0.90
H -8.17 -0.08 -1.56
Cl -1.87 2.11 2.14
C -0.67 3.10 2.93
C -1.09 3.87 4.00
C -0.21 4.71 4.66
C 1.11 4.78 4.20
C 1.52 4.02 3.13
Cl 3.17 4.16 2.58
C 0.68 3.09 2.43
N 1.19 2.38 1.45
H -2.12 3.80 4.32
H -0.53 5.31 5.50
H 1.82 5.45 4.66
```

Atom charges from the Löwdin analysis, given in e for atoms 1 to 6: number 1, Tl, carries 0.759; number 2, C, carries -0.110; number 3, C, carries -0.513; number 4, C, carries -0.112; number 5, P, carries 1.097; number 6, C, carries -0.537

=====

What did we get for max |F|? Answer: 3.51; 2.84; 0.54; 0.88 eV/A, in the order shown.